Here is a single C4H3NO molecule at a distorted geometry from the OMol25 dataset. Energies are from wB97M-V/def2-TZVPD.

The HOMO-LUMO gap (alpha / beta) comes out at 4.7 / 8.3 eV. The energy above the lowest of the compared OMol25 structures with the same formula, charge and spin comes out at 36.0 kcal per mole. As for the strongest force on any atom: 3.3 eV/A. As for the spin multiplicity: 3.

Structure (XYZ):
```
9
Properties=species:S:1:pos:R:3:forces:R:3:lowdin_spin:R:1
C -0.260 -0.467 0.719 1.3 -0.7 0.0 0.351
C 0.495 -1.228 -0.299 -1.7 2.0 0.8 0.234
C -0.301 0.856 0.701 -1.3 -0.3 0.1 0.387
C 0.713 -0.574 -1.410 2.5 -0.8 -2.0 0.328
N -0.563 2.041 0.694 0.0 1.2 0.1 0.445
O 1.040 0.208 -2.204 -1.0 0.5 0.1 0.197
H -0.543 -1.148 1.496 -0.4 0.1 0.6 0.019
H 0.817 -2.161 -0.034 0.5 -2.2 0.1 0.008
H -1.396 2.473 0.336 0.1 0.3 0.1 0.030
```
Forces are in eV/Å.